No. 1
ORCA calculation (ωB97M-V/def2-TZVPD) on a 4-piece molecular cluster, C10H29BIN4O4 overall at a distorted geometry.

Values from the calculation:
* total charge: +1
* multiplicity: 1
* calculated total energy: -33764.277 eV
* M: 407.08 g/mol
* LUMO: -2.96 eV

Geometry (Å):
C -3.751 1.648 2.754
N -2.994 0.402 2.668
C -2.377 -0.017 1.604
N -1.671 -1.206 1.553
C -0.404 -0.830 0.927
I 0.877 -0.108 2.537
C -0.772 0.345 -0.014
B -0.700 0.102 -1.602
N -0.587 -1.196 -2.148
O -0.773 1.186 -2.448
N -2.216 0.598 0.413
H -4.021 2.003 1.763
H -3.148 2.408 3.249
H -4.673 1.481 3.303
H -2.895 -0.156 3.519
H -1.540 -1.609 2.478
H 0.137 -1.660 0.492
H -0.213 1.228 0.290
H -0.467 -1.214 -3.156
H 0.084 -1.828 -1.727
H -1.034 1.998 -2.001
H -2.528 1.554 0.313
C 4.538 0.201 -2.602
C 3.369 -0.040 -1.672
O 3.208 -1.421 -1.341
H 4.414 -0.373 -3.521
H 4.616 1.257 -2.860
H 5.475 -0.111 -2.134
H 2.442 0.265 -2.156
H 3.484 0.546 -0.752
H 4.014 -1.725 -0.911
C -0.365 -1.601 6.557
C -0.853 -0.333 5.896
O -1.961 -0.597 4.997
H -0.053 -2.330 5.809
H 0.481 -1.388 7.210
H -1.153 -2.056 7.162
H -0.072 0.105 5.274
H -1.162 0.405 6.638
H -2.663 -1.000 5.521
C 0.260 0.613 -6.439
C 1.519 0.385 -5.625
O 1.521 1.142 -4.417
H 0.150 1.671 -6.677
H 0.288 0.046 -7.370
H -0.627 0.304 -5.879
H 2.399 0.706 -6.180
H 1.641 -0.681 -5.398
H 0.757 0.877 -3.892

Results of the natural (NBO) charge analysis, in e, for atoms 1 through 2: -0.421 -0.524



No. 2
ORCA calculation (ωB97M-V/def2-TZVPD) on C10H2ClF9N2S as an isolated structure.

Values from the calculation:
* multiplicity: 1
* calculated total energy: -61198.026 eV
* M: 388.64 g/mol
* LUMO: -1.17 eV

Geometry (Å):
F -0.991 3.683 -2.012
C -0.595 2.406 -2.054
F -0.661 1.977 -3.322
F 0.690 2.345 -1.645
C -1.503 1.551 -1.105
F -2.750 2.065 -1.184
F -1.052 1.700 0.161
C -1.650 0.028 -1.408
F -2.578 -0.423 -0.536
F -2.142 -0.093 -2.659
C -0.396 -0.893 -1.280
F 0.473 -0.493 -2.253
F -0.826 -2.132 -1.620
C 0.306 -0.909 0.064
C 1.539 -0.175 0.159
C 2.279 -0.099 1.295
C 1.805 -0.791 2.438
N 2.383 -0.858 3.645
S 1.420 -1.766 4.549
N 0.279 -2.165 3.504
C 0.589 -1.544 2.361
C -0.160 -1.604 1.149
Cl -1.570 -2.583 1.163
H 1.904 0.324 -0.725
H 3.209 0.451 1.313

Results of the natural (NBO) charge analysis, in e, for atoms 1 through 2: -0.295 0.927



No. 3
ORCA calculation (ωB97M-V/def2-TZVPD) on C10H30BeO10 as an isolated structure at a distorted geometry.

Values from the calculation:
* total charge: +1
* ΔE to the lowest compared entry with this formula, charge and spin: 52.8 kJ/mol
* multiplicity: 2
* calculated total energy: -31721.308 eV
* M: 319.35 g/mol
* LUMO (alpha / beta): -2.09 / -2.34 eV

Geometry (Å):
Be 0.428 -0.375 0.225
C 0.781 0.367 -3.058
C 1.716 -0.776 -2.859
O 2.200 -0.958 -1.520
O -0.181 0.428 -2.053
H 0.250 0.330 -4.009
H 1.304 1.324 -3.054
H 2.516 -0.596 -3.578
H 1.257 -1.702 -3.206
H 3.149 -1.093 -1.571
H -0.806 1.147 -2.166
C 0.809 3.013 1.304
C 0.612 2.220 2.643
O 0.081 1.020 2.400
O 1.291 2.151 0.183
H 1.463 3.819 1.634
H -0.082 3.573 1.023
H -0.082 2.847 3.203
H 1.622 2.046 3.014
H -0.050 0.745 3.310
H 1.344 2.640 -0.641
C -1.318 -2.907 -1.036
C -2.080 -2.648 0.216
O -1.763 -1.299 0.630
O 0.107 -2.765 -0.810
H -1.651 -2.256 -1.844
H -1.543 -3.917 -1.379
H -1.930 -3.204 1.142
H -3.160 -2.629 0.068
H -2.393 -1.160 1.342
H 0.400 -3.648 -0.576
C -2.924 2.716 -1.652
C -3.013 1.597 -0.697
O -1.808 1.531 0.088
O -1.776 2.489 -2.436
H -2.769 3.660 -1.131
H -3.833 2.687 -2.253
H -3.131 0.661 -1.243
H -3.851 1.769 -0.021
H -1.877 2.358 0.569
H -1.909 3.012 -3.229
C 2.956 -1.903 1.857
C 1.931 -2.269 2.895
O 0.607 -2.072 2.449
O 2.639 -0.685 1.190
H 3.005 -2.607 1.026
H 3.956 -1.968 2.285
H 2.139 -1.539 3.678
H 1.949 -3.346 3.064
H 0.064 -1.752 3.173
H 3.350 -0.077 1.408

Results of the natural (NBO) charge analysis, in e, for atoms 1 through 2: 0.916 -0.080